Entry 1:
{"formula": "C2H2OS2", "method": "ωB97M-V/def2-TZVPD", "species": ["O", "C", "S", "C", "S", "H", "H"], "coordinates": [[0.262, 1.476, -0.021], [0.625, 0.296, 0.148], [2.336, -0.297, -0.286], [-0.427, -0.804, 0.197], [-1.947, -0.172, -0.305], [-0.606, 1.453, -0.248], [-0.244, -1.953, 0.515]], "orbital_gap_ev": 6.67, "charge": 0, "max_force_ev_per_a": 8.06, "e_above_lowest_kcal_mol": 53.8, "smiles": "OC(=S)C=S", "lumo_energy_ev": -2.43}


Entry 2:
{"formula": "C2H2S3", "method": "ωB97M-V/def2-TZVPD", "species": ["S", "C", "S", "C", "S", "H", "H"], "coordinates": [[2.933, 0.438, -0.209], [1.389, 0.047, 0.027], [-0.054, 1.161, -0.049], [-1.328, -0.074, -0.149], [-2.859, 0.354, -0.153], [0.852, -0.933, 0.250], [-0.932, -0.992, 0.284]], "orbital_gap_ev": 7.87, "charge": 0, "max_force_ev_per_a": 2.58, "e_above_lowest_kcal_mol": 20.2, "smiles": "S=CSC=S", "lumo_energy_ev": -1.15}


Entry 3:
{"formula": "C2H30N2O13", "method": "ωB97M-V/def2-TZVPD", "species": ["N", "C", "C", "N", "O", "H", "H", "H", "H", "H", "H", "H", "H", "O", "H", "H", "O", "H", "H", "O", "H", "H", "O", "H", "H", "O", "H", "H", "O", "H", "H", "O", "H", "H", "O", "H", "H", "O", "H", "H", "O", "H", "H", "O", "H", "H", "O"], "coordinates": [[-0.215, 0.270, -3.098], [-1.156, -0.592, -2.356], [-0.680, -0.384, -0.899], [0.454, -0.988, -0.545], [-1.443, 0.036, -0.021], [-0.610, 0.738, -3.899], [0.274, 0.991, -2.586], [-2.168, -0.235, -2.274], [-1.104, -1.610, -2.727], [1.158, -1.363, -1.155], [0.827, -0.713, 0.341], [-4.031, 1.390, 0.948], [-3.199, 2.394, 0.356], [-3.945, 2.357, 0.975], [-0.270, -0.796, 4.082], [1.216, -0.585, 4.328], [0.407, -0.107, 4.117], [2.032, 1.944, -0.795], [1.000, 2.293, 0.365], [1.118, 1.917, -0.515], [2.499, 1.349, 2.948], [1.007, 1.201, 2.725], [1.860, 1.164, 2.253], [-1.584, 2.827, 0.612], [-0.678, 2.673, -0.616], [-1.200, 3.317, -0.121], [-2.095, 2.499, -3.120], [-2.809, 2.310, -1.790], [-2.028, 2.032, -2.280], [2.845, -1.417, -3.590], [1.564, -0.652, -3.533], [1.992, -1.455, -3.152], [1.081, -3.852, -1.223], [-0.160, -4.199, -0.341], [0.790, -4.075, -0.335], [1.731, -1.594, 2.093], [0.878, -2.730, 1.722], [1.709, -2.555, 2.182], [-1.322, -1.191, 1.463], [-1.931, -2.434, 2.195], [-1.201, -1.813, 2.195], [3.204, -1.275, -1.242], [3.935, -0.601, -0.151], [3.279, -1.298, -0.279], [-1.727, 1.786, 2.531], [-0.523, 1.122, 1.850], [-0.784, 1.900, 2.362]], "orbital_gap_ev": 9.85, "charge": 0, "max_force_ev_per_a": 3.16, "e_above_lowest_kcal_mol": 25.8, "lumo_energy_ev": 0.02}


Entry 4:
{"formula": "C2H30O21Zn", "method": "ωB97M-V/def2-TZVPD", "species": ["Zn", "C", "O", "O", "O", "C", "O", "O", "O", "O", "H", "H", "O", "H", "H", "O", "H", "H", "O", "H", "H", "O", "H", "H", "O", "H", "H", "O", "H", "H", "O", "H", "H", "O", "H", "H", "O", "H", "H", "O", "H", "H", "O", "H", "H", "O", "H", "H", "O", "H", "H", "O", "H", "H"], "coordinates": [[32.253, -9.785, 11.794], [31.504, -11.985, 11.938], [30.977, -11.095, 11.003], [31.455, -13.207, 11.604], [32.253, -11.460, 12.820], [32.264, -8.073, 13.390], [31.136, -8.801, 12.925], [33.309, -8.364, 12.645], [32.104, -7.015, 14.034], [33.968, -10.206, 10.520], [34.499, -9.729, 9.883], [34.572, -10.794, 10.990], [33.777, -6.256, 11.202], [33.345, -6.920, 11.702], [34.459, -6.067, 11.811], [30.874, -5.553, 11.965], [30.442, -4.892, 12.422], [31.293, -6.085, 12.662], [29.960, -9.782, 14.975], [30.317, -9.653, 14.114], [29.566, -10.647, 14.910], [32.201, -7.794, 16.415], [32.070, -7.472, 15.508], [31.752, -7.252, 17.022], [33.351, -4.094, 13.167], [33.159, -4.435, 14.011], [33.220, -4.807, 12.531], [28.878, -8.208, 11.946], [29.156, -7.755, 11.152], [29.705, -8.554, 12.283], [29.803, -6.148, 14.529], [29.583, -6.542, 15.401], [30.660, -6.568, 14.305], [32.989, -10.548, 15.154], [32.275, -9.930, 15.230], [32.795, -11.063, 14.387], [35.218, -6.430, 13.639], [34.518, -7.030, 13.417], [35.607, -6.567, 14.485], [35.194, -9.903, 13.835], [34.576, -10.189, 14.460], [34.822, -9.108, 13.467], [32.618, -5.064, 15.612], [31.873, -5.019, 16.215], [32.492, -5.744, 14.953], [31.583, -8.636, 10.136], [31.724, -7.762, 9.808], [30.758, -8.689, 9.635], [36.186, -7.419, 10.800], [35.210, -7.311, 10.728], [36.484, -7.903, 9.979], [28.721, -10.911, 12.199], [29.620, -11.099, 11.819], [28.551, -10.027, 12.124]], "orbital_gap_ev": 6.36, "charge": -2, "max_force_ev_per_a": 6.32, "e_above_lowest_kcal_mol": 3.6, "lumo_energy_ev": 4.05}


Entry 5:
{"formula": "C2H33O15", "method": "ωB97M-V/def2-TZVPD", "species": ["C", "C", "O", "H", "H", "H", "H", "H", "O", "H", "H", "O", "H", "H", "O", "H", "H", "O", "H", "H", "O", "H", "H", "O", "H", "H", "O", "H", "H", "O", "H", "H", "O", "H", "H", "O", "H", "H", "O", "H", "H", "O", "H", "H", "O", "H", "H", "O", "H", "H"], "coordinates": [[-9.086, 0.864, -17.542], [-9.144, -0.092, -16.337], [-10.277, 0.104, -15.577], [-9.184, 1.952, -17.350], [-9.931, 0.547, -18.177], [-8.196, 0.803, -18.172], [-8.419, 0.195, -15.571], [-9.067, -1.061, -16.566], [-5.312, 0.645, -16.633], [-4.525, 1.124, -16.385], [-5.815, 0.500, -15.843], [-11.475, 2.486, -16.072], [-12.401, 2.292, -15.774], [-10.990, 1.680, -16.107], [-9.361, -3.575, -18.559], [-9.126, -2.781, -19.008], [-9.709, -3.185, -17.716], [-7.115, -1.485, -18.774], [-7.266, -1.285, -17.853], [-7.027, -0.679, -19.122], [-6.906, -1.995, -15.709], [-7.176, -2.821, -15.992], [-7.647, -1.837, -15.157], [-9.165, 2.045, -14.003], [-8.989, 2.918, -14.338], [-9.485, 1.571, -14.769], [-10.842, -2.390, -16.484], [-10.496, -1.507, -16.657], [-11.818, -2.195, -16.509], [-6.146, 1.026, -13.957], [-7.004, 1.430, -14.083], [-6.374, 0.343, -13.343], [-8.953, -1.553, -13.754], [-9.170, -0.733, -14.151], [-8.264, -1.364, -13.143], [-6.948, 3.046, -15.956], [-7.747, 2.668, -16.292], [-6.229, 2.553, -16.326], [-13.162, -1.054, -16.081], [-13.757, -1.053, -15.356], [-12.751, -0.169, -16.083], [-5.553, 0.863, -19.422], [-5.516, 0.896, -18.503], [-5.197, 1.725, -19.722], [-11.464, 0.363, -13.229], [-11.121, -0.101, -13.978], [-11.734, 1.238, -13.447], [-9.267, -4.255, -14.866], [-9.789, -4.880, -15.318], [-9.712, -3.428, -15.033]], "orbital_gap_ev": 8.31, "charge": -1, "max_force_ev_per_a": 5.85, "e_above_lowest_kcal_mol": 43.1, "lumo_energy_ev": 2.57}


Entry 6:
{"formula": "C2H34F6LiNO21S2", "method": "ωB97M-V/def2-TZVPD", "species": ["Li", "C", "F", "F", "F", "S", "O", "O", "N", "S", "O", "O", "C", "F", "F", "F", "O", "H", "H", "O", "H", "H", "O", "H", "H", "O", "H", "H", "O", "H", "H", "O", "H", "H", "O", "H", "H", "O", "H", "H", "O", "H", "H", "O", "H", "H", "O", "H", "H", "O", "H", "H", "O", "H", "H", "O", "H", "H", "O", "H", "H", "O", "H", "H", "O", "H", "H"], "coordinates": [[1.659, 0.662, -1.520], [-1.994, 0.799, -2.575], [-1.594, 1.460, -3.651], [-3.297, 0.664, -2.555], [-1.427, -0.417, -2.601], [-1.402, 1.713, -1.065], [-0.877, 2.965, -1.503], [-2.479, 1.754, -0.138], [-0.121, 0.734, -0.638], [-0.504, -0.027, 0.711], [-0.235, 0.779, 1.878], [-1.785, -0.661, 0.649], [0.649, -1.457, 0.689], [0.549, -2.156, 1.773], [0.358, -2.212, -0.377], [1.926, -1.027, 0.530], [1.734, -0.210, 3.841], [1.308, 0.563, 4.246], [2.678, -0.030, 3.904], [-1.576, -4.118, 0.292], [-1.643, -3.492, -0.435], [-1.478, -4.984, -0.120], [1.609, 2.298, -2.786], [1.206, 1.894, -3.594], [1.696, 3.241, -2.970], [2.366, -0.912, -2.598], [3.180, -0.655, -3.051], [2.471, -1.850, -2.398], [2.665, -4.223, 0.334], [1.720, -4.271, 0.146], [2.959, -3.399, -0.064], [3.366, 1.176, -0.474], [4.194, 0.687, -0.528], [3.498, 1.849, 0.203], [-2.217, 2.894, 2.473], [-2.288, 2.190, 1.816], [-1.762, 3.602, 2.003], [1.771, -3.221, 5.384], [0.954, -3.128, 5.883], [1.748, -2.476, 4.773], [1.953, 3.086, 1.626], [2.769, 2.721, 1.981], [1.308, 2.358, 1.653], [-1.153, 2.508, -6.158], [-0.418, 3.034, -6.498], [-1.611, 3.097, -5.547], [-1.108, -4.438, 3.147], [-1.345, -4.235, 2.229], [-0.976, -3.561, 3.549], [-4.986, -0.203, 0.688], [-4.816, 0.167, 1.560], [-4.110, -0.423, 0.350], [1.672, 4.714, -1.222], [2.001, 3.814, -1.113], [0.713, 4.600, -1.210], [0.757, 0.876, -4.891], [-0.032, 1.138, -5.405], [0.901, -0.054, -5.094], [-0.805, -1.867, 4.428], [-0.180, -1.204, 4.106], [-1.243, -1.454, 5.181], [-2.307, -2.804, -4.174], [-1.840, -1.987, -3.968], [-3.077, -2.799, -3.595], [-0.412, 1.811, 4.508], [-0.656, 2.722, 4.322], [-0.585, 1.382, 3.660]], "orbital_gap_ev": 8.64, "charge": 0, "max_force_ev_per_a": 1.75, "e_above_lowest_kcal_mol": 0.0, "lumo_energy_ev": -1.13}


Entry 7:
{"formula": "C2H35HfO16", "method": "ωB97M-V/def2-TZVPD", "species": ["Hf", "C", "C", "O", "H", "H", "H", "H", "H", "O", "H", "H", "O", "H", "H", "O", "H", "H", "O", "H", "H", "O", "H", "H", "O", "H", "H", "O", "H", "H", "O", "H", "H", "O", "H", "H", "O", "H", "H", "O", "H", "H", "O", "H", "H", "O", "H", "H", "O", "H", "H", "O", "H", "H"], "coordinates": [[3.375, -0.451, -1.930], [-0.266, 0.075, 0.627], [-0.143, 0.015, -0.836], [1.197, 0.306, -1.209], [-0.429, 0.993, 1.193], [0.497, -0.517, 1.132], [-1.219, -0.408, 0.845], [-0.834, 0.628, -1.415], [-0.343, -1.025, -1.097], [2.772, -1.768, 0.083], [3.218, -1.527, 0.895], [2.097, -2.390, 0.355], [-1.008, 1.037, 4.701], [-1.402, 0.858, 3.847], [-1.740, 1.323, 5.247], [1.996, 2.673, 1.490], [2.708, 2.151, 1.122], [1.207, 2.335, 1.066], [-2.701, -0.925, 2.599], [-3.181, -1.475, 1.979], [-3.114, -1.100, 3.445], [-2.529, 3.780, 0.943], [-1.998, 3.999, 1.709], [-2.422, 2.835, 0.838], [-0.630, -2.699, 3.380], [-1.289, -2.014, 3.262], [-1.031, -3.314, 3.994], [-1.503, -0.656, -4.414], [-1.200, 0.101, -3.913], [-1.902, -0.281, -5.199], [1.905, -0.126, -3.949], [2.089, -0.472, -4.822], [1.116, 0.403, -4.063], [1.842, -1.493, 3.669], [0.985, -1.903, 3.545], [1.846, -1.217, 4.585], [0.211, 3.322, -1.995], [0.202, 2.589, -1.380], [1.076, 3.716, -1.885], [0.938, -3.300, 1.049], [0.365, -3.213, 1.811], [1.068, -4.244, 0.954], [-0.084, 1.517, -4.199], [-0.011, 2.079, -3.428], [-0.236, 2.124, -4.924], [3.275, 1.882, -2.653], [3.240, 2.116, -3.580], [3.015, 2.680, -2.194], [-0.033, -4.046, -1.937], [-0.970, -4.183, -2.077], [0.023, -3.626, -1.079], [-3.208, 1.297, 1.173], [-3.881, 0.787, 0.723], [-2.955, 0.754, 1.920]], "orbital_gap_ev": 2.00, "charge": 3, "max_force_ev_per_a": 9.90, "lumo_energy_ev": -15.06}


Entry 8:
{"formula": "C2H37BrClO20P2", "method": "ωB97M-V/def2-TZVPD", "species": ["O", "P", "O", "O", "C", "C", "Br", "P", "O", "Cl", "H", "H", "H", "H", "H", "O", "H", "H", "O", "H", "H", "O", "H", "H", "O", "H", "H", "O", "H", "H", "O", "H", "H", "O", "H", "H", "O", "H", "H", "O", "H", "H", "O", "H", "H", "O", "H", "H", "O", "H", "H", "O", "H", "H", "O", "H", "H", "O", "H", "H", "O", "H", "H"], "coordinates": [[2.332, -0.911, 1.962], [2.397, -0.812, 0.493], [3.765, -0.050, 0.093], [2.533, -2.298, -0.140], [1.029, 0.020, -0.373], [-0.117, 0.489, 0.504], [0.534, 1.863, 1.760], [-0.775, -0.993, 1.226], [-2.373, -1.068, 0.689], [-1.000, -0.625, 3.258], [4.296, -0.066, 0.910], [1.966, -2.846, 0.425], [0.613, -0.725, -1.057], [1.423, 0.815, -1.012], [-2.389, -1.945, 0.280], [5.215, -0.046, 3.051], [4.290, -0.217, 3.285], [5.735, -0.521, 3.705], [-1.434, -4.337, 0.774], [-1.894, -4.930, 1.376], [-1.095, -4.918, 0.085], [-4.695, -2.413, 2.118], [-3.945, -1.996, 1.661], [-5.430, -1.817, 1.933], [6.317, 0.871, -1.532], [5.417, 0.752, -1.201], [6.863, 0.434, -0.871], [-1.602, 0.121, -2.367], [-2.221, -0.200, -1.703], [-1.989, 0.948, -2.679], [3.618, 3.047, -1.542], [4.455, 2.853, -1.986], [3.606, 2.481, -0.762], [4.295, -4.710, 0.187], [3.698, -5.083, 0.841], [3.869, -3.884, -0.085], [1.674, 4.064, -3.500], [0.765, 3.945, -3.201], [2.208, 3.659, -2.800], [-3.516, -3.341, 4.891], [-3.573, -4.286, 4.729], [-4.003, -2.944, 4.158], [4.556, 2.757, -4.232], [3.720, 3.240, -4.199], [4.865, 2.854, -5.136], [-3.601, -5.610, -0.940], [-4.285, -5.932, -0.346], [-3.905, -4.737, -1.206], [-2.864, 2.390, 1.973], [-2.166, 1.854, 2.372], [-2.678, 3.278, 2.293], [-0.485, 5.759, -2.551], [0.226, 6.165, -3.060], [-1.271, 6.269, -2.771], [-3.361, 1.709, -4.119], [-4.189, 2.190, -4.031], [-3.066, 1.882, -5.018], [-1.379, 4.586, 0.397], [-0.532, 4.122, 0.415], [-1.347, 5.109, -0.410], [-6.616, -1.800, 4.229], [-5.776, -2.033, 3.810], [-6.706, -2.430, 4.949]], "orbital_gap_ev": 5.40, "charge": -1, "max_force_ev_per_a": 1.05, "lumo_energy_ev": 2.05}


Entry 9:
{"formula": "C2H3AgLiO2", "method": "ωB97M-V/def2-TZVPD", "species": ["H", "O", "C", "C", "O", "Li", "Ag", "H", "H"], "coordinates": [[-0.245, 2.274, -1.798], [-1.487, 0.192, 0.645], [-0.608, -0.768, 0.990], [0.498, -0.993, 0.238], [0.789, -0.076, -0.722], [1.518, 1.584, -0.684], [-0.992, 0.769, -1.156], [-0.746, -1.274, 1.954], [1.272, -1.709, 0.532]], "orbital_gap_ev": [6.88, 5.97], "charge": 0, "s_squared": 0.762, "multiplicity": 2, "max_force_ev_per_a": 6.37, "e_above_lowest_kcal_mol": 0.0, "lumo_energy_ev": [-0.51, -1.36]}


Entry 10:
{"formula": "C2H3BO3", "method": "ωB97M-V/def2-TZVPD", "species": ["B", "C", "C", "O", "O", "O", "H", "H", "H"], "coordinates": [[1.510, 0.435, -1.050], [-1.548, 0.075, -0.177], [0.183, -0.473, 0.821], [-1.600, -0.707, -1.060], [-1.920, 0.969, 0.472], [0.973, -0.075, -0.124], [1.961, 1.190, -1.748], [0.155, 0.152, 1.809], [0.286, -1.567, 1.057]], "orbital_gap_ev": [7.25, 7.25], "charge": 0, "max_force_ev_per_a": 6.58, "e_above_lowest_kcal_mol": 151.2, "lumo_energy_ev": [-0.41, -0.41]}


Entry 11:
{"formula": "C2H3Br2FSi", "method": "ωB97M-V/def2-TZVPD", "species": ["F", "Si", "Br", "C", "C", "Br", "H", "H", "H"], "coordinates": [[-0.110, 1.962, 2.263], [-0.635, 0.819, 1.272], [-2.655, 0.659, 2.233], [0.342, 0.291, -0.128], [0.397, -0.888, -0.983], [0.613, -0.790, -3.018], [1.220, 0.765, -0.073], [1.319, -1.435, -0.783], [-0.491, -1.383, -0.782]], "orbital_gap_ev": 8.17, "charge": 0, "max_force_ev_per_a": 4.06, "e_above_lowest_kcal_mol": 77.3, "smiles": "F/[Si](Br)=C/CBr", "lumo_energy_ev": -0.72}


Entry 12:
{"formula": "C2H3Br2N3", "method": "ωB97M-V/def2-TZVPD", "species": ["Br", "N", "C", "N", "N", "C", "H", "H", "Br", "H"], "coordinates": [[2.446, 1.074, -0.882], [1.219, 0.131, 0.028], [1.291, -1.023, 0.734], [0.148, -1.437, 1.080], [-0.769, -0.603, 0.612], [-0.144, 0.355, -0.096], [2.275, -1.301, 1.199], [-0.469, 1.202, -0.591], [-3.138, 1.399, -1.450], [-2.859, 0.204, -0.634]], "orbital_gap_ev": 9.99, "charge": 0, "max_force_ev_per_a": 4.59, "e_above_lowest_kcal_mol": 54.4, "smiles": "Brn1cnnc1.Br", "lumo_energy_ev": -0.25}


Entry 13:
{"formula": "C2H3BrCl2O", "method": "ωB97M-V/def2-TZVPD", "species": ["O", "C", "Cl", "Cl", "C", "Br", "H", "H", "H"], "coordinates": [[0.191, 0.053, -1.461], [0.549, 0.414, -0.108], [2.160, -0.159, 0.409], [0.407, 2.122, 0.094], [-0.617, -0.594, 0.779], [-2.391, -0.170, -0.047], [0.613, 0.416, -2.200], [-0.594, -0.484, 1.936], [-0.318, -1.598, 0.598]], "orbital_gap_ev": 10.82, "charge": 0, "max_force_ev_per_a": 4.09, "e_above_lowest_kcal_mol": 18.3, "smiles": "OC(Cl)(Cl)CBr", "lumo_energy_ev": 0.58}